Entry 1:
Formula: C45H44F9N2O6PRu
Source: OMol25
Level of theory: the ωB97M-V functional and the def2-TZVPD basis

Computed properties:
E_LUMO ... -8.150 eV
HOMO ... -14.91 eV
DFT total energy ... -3636.5067 Ha
Charge ... +2

XYZ file:
```
108
Properties=species:S:1:pos:R:3:forces:R:3:lowdin_charge:R:1
Ru 0.65061 -0.70899 -0.19780 -0.22 -1.17 -0.47 1.222
C 1.54041 -2.30269 -1.49524 0.06 0.06 -0.28 -0.031
C 2.51055 -1.29809 -1.12685 0.28 0.17 -0.36 -0.183
C 2.20785 -0.07063 -1.86820 -0.27 0.23 0.22 -0.119
C 0.95235 -0.32149 -2.45543 0.34 0.28 0.41 -0.007
C 0.60458 -1.73519 -2.36827 0.18 0.01 0.38 -0.167
C -0.40071 -2.42825 -3.23357 0.05 -0.05 0.00 -0.526
C -0.83876 -3.77017 -2.64917 -0.09 0.00 0.03 -0.004
C -1.59764 -1.55524 -3.62187 -0.01 -0.01 0.01 -0.011
C 0.43418 -2.69394 -4.51715 -0.03 -0.04 -0.03 0.003
C 3.09524 1.11043 -2.26003 -0.14 0.01 -0.11 -0.492
C 3.56870 2.00803 -1.09775 -0.07 0.18 0.02 -0.023
C 2.35416 1.99294 -3.27918 0.01 0.00 0.04 -0.040
C 4.27769 0.48393 -3.02649 0.03 0.00 -0.04 -0.011
C 3.54770 -1.60503 -0.06169 0.08 -0.06 0.03 -0.514
C 4.50942 -0.47723 0.30922 0.04 -0.08 0.14 -0.023
C 4.35035 -2.84830 -0.47039 -0.09 0.05 0.24 0.006
C 2.67485 -1.85012 1.18957 -0.03 -0.36 -0.42 -0.018
H 1.55297 -3.32724 -1.15957 -0.03 0.00 0.02 0.143
H 0.38291 0.40056 -3.01714 -0.03 0.03 -0.01 0.128
H -1.36605 -3.66099 -1.69910 0.01 0.02 -0.02 0.079
H 0.00229 -4.44913 -2.50364 0.02 0.01 0.02 0.096
H -1.52284 -4.25459 -3.34531 0.00 -0.01 0.00 0.107
H -2.19363 -1.25204 -2.76535 -0.01 -0.02 -0.02 0.069
H -2.23708 -2.12377 -4.29628 0.02 -0.01 -0.02 0.106
H -1.28564 -0.65974 -4.16108 0.00 0.02 0.01 0.093
H 1.29628 -3.32985 -4.31489 0.01 0.00 0.00 0.102
H 0.77566 -1.76581 -4.97804 0.01 0.01 0.01 0.098
H -0.20705 -3.20476 -5.23591 0.00 0.00 0.00 0.110
H 3.17773 3.01738 -1.21905 0.00 0.01 -0.05 0.089
H 4.65539 2.08450 -1.07496 -0.01 0.00 0.01 0.105
H 3.23759 1.65857 -0.12440 -0.10 0.24 -0.25 0.031
H 1.45020 2.44249 -2.86522 0.00 0.00 0.02 0.071
H 2.09503 1.45066 -4.19038 -0.01 -0.02 0.02 0.098
H 3.01377 2.81087 -3.56606 0.01 0.00 -0.01 0.108
H 4.90473 -0.14870 -2.40366 0.00 -0.04 0.00 0.070
H 4.90527 1.28100 -3.42486 0.00 0.01 0.01 0.109
H 3.92582 -0.11319 -3.87002 -0.01 0.00 -0.01 0.102
H 5.14187 -0.15822 -0.51257 -0.01 -0.03 0.02 0.082
H 5.16727 -0.85193 1.09375 0.03 -0.05 0.00 0.111
H 3.99097 0.39377 0.70837 0.16 -0.31 0.09 0.056
H 4.98570 -2.63211 -1.32992 -0.02 0.02 -0.01 0.104
H 3.71507 -3.69858 -0.71175 0.00 -0.03 -0.01 0.088
H 4.99679 -3.14076 0.35834 0.02 -0.01 -0.02 0.109
H 1.99024 -0.97793 1.39810 -0.14 0.37 0.09 0.052
H 3.30360 -1.88196 2.08012 -0.12 0.17 0.11 0.129
H 2.06193 -2.74786 1.14714 0.10 -0.08 0.02 0.097
F -1.55908 1.01120 7.60965 0.02 0.02 0.01 0.170
C -2.31550 0.33544 6.73684 0.02 0.01 0.01 -0.598
F -2.35645 -0.94091 7.12538 0.01 -0.05 0.00 0.159
F -3.55700 0.83003 6.80500 -0.04 0.02 -0.02 0.166
C -1.76225 0.47934 5.33656 0.01 -0.01 -0.06 -0.082
C -1.79203 1.73632 4.73775 -0.01 -0.04 0.02 0.028
C -1.28639 1.89642 3.46460 -0.03 0.00 -0.01 -0.062
C -0.76533 0.79653 2.76937 -0.01 0.08 0.01 -0.343
C -0.71798 -0.44661 3.38556 0.09 -0.11 -0.08 -0.061
C -1.21888 -0.60499 4.67222 -0.03 0.01 0.06 0.022
P -0.08688 1.15478 1.13205 0.15 0.14 -0.27 1.075
C 1.22045 2.35149 1.49309 -0.06 0.04 -0.02 -0.351
C 1.21305 3.65785 1.01896 -0.03 -0.05 -0.08 -0.053
C 2.27792 4.50119 1.30378 0.05 0.02 0.05 0.023
C 3.33886 4.03824 2.06491 -0.03 0.01 -0.01 -0.087
C 3.32907 2.74950 2.58723 -0.01 0.02 -0.01 0.015
C 2.26858 1.91068 2.30380 0.01 -0.02 0.03 -0.097
C 4.54169 4.91912 2.31377 -0.01 0.00 0.00 -0.595
F 5.01762 4.75135 3.54990 0.01 -0.02 0.04 0.167
F 4.25618 6.20963 2.14426 -0.02 0.03 -0.01 0.167
F 5.52529 4.59926 1.45401 0.02 -0.02 -0.04 0.156
C -1.38632 1.92786 0.14468 0.01 0.06 0.06 -0.352
C -1.03859 2.46317 -1.09918 0.00 -0.04 0.03 -0.095
C -2.01835 2.91272 -1.95996 -0.02 0.00 0.00 0.021
C -3.35720 2.80899 -1.59097 0.03 0.00 0.00 -0.083
C -3.71293 2.28479 -0.36159 0.00 0.02 -0.02 0.025
C -2.72411 1.84525 0.51179 0.02 -0.03 -0.01 -0.052
C -4.40469 3.27825 -2.57501 -0.02 0.00 0.03 -0.596
F -4.26720 2.62560 -3.74119 0.02 -0.03 -0.04 0.155
F -4.26415 4.58436 -2.82739 0.02 0.03 0.00 0.170
F -5.64080 3.06769 -2.12780 -0.02 -0.01 0.02 0.167
H -2.20886 2.58156 5.26940 0.01 0.00 0.01 0.142
H -1.29890 2.88045 3.01041 0.00 -0.01 -0.01 0.125
H -0.28729 -1.30471 2.88585 -0.06 0.06 -0.01 0.088
H -1.18551 -1.57311 5.15178 0.00 0.00 0.01 0.132
H 0.38567 4.03211 0.43060 0.01 -0.01 0.01 0.110
H 2.27767 5.51903 0.93849 0.00 0.00 0.00 0.137
H 4.14251 2.41521 3.21734 0.00 0.00 0.01 0.139
H 2.25056 0.91595 2.73800 -0.01 0.01 0.00 0.108
H 0.00352 2.52181 -1.39111 -0.02 0.01 0.01 0.084
H -1.75534 3.34052 -2.91907 0.00 0.00 -0.01 0.138
H -4.75537 2.21296 -0.08403 -0.02 0.00 -0.01 0.134
H -3.01158 1.42890 1.46818 0.01 -0.01 0.02 0.114
O -1.33872 -0.79310 -0.69281 0.15 -0.42 0.71 -0.107
C -1.52840 -1.77015 0.13274 0.56 0.43 0.21 -0.493
O -0.47756 -2.11578 0.79375 -0.83 0.31 -0.54 -0.084
C -2.84768 -2.36356 0.31312 0.11 -0.04 0.06 -0.111
C -2.98939 -3.52270 1.07211 -0.09 -0.02 -0.02 0.098
C -4.25886 -4.03746 1.23227 0.02 -0.03 -0.07 -0.079
C -5.38257 -3.44587 0.68192 0.02 0.01 0.02 0.129
C -5.19262 -2.29195 -0.05653 0.02 -0.01 0.00 -0.080
C -3.94959 -1.73376 -0.25816 -0.04 -0.01 0.00 0.089
N -6.37021 -1.60753 -0.64575 0.11 -0.07 0.12 -0.343
O -7.43695 -2.14696 -0.51152 -0.13 -0.05 -0.01 0.141
O -6.15483 -0.55441 -1.20508 0.00 0.14 -0.09 0.095
N -4.42091 -5.27449 2.03808 0.02 0.20 0.17 -0.345
O -5.54803 -5.63887 2.25541 -0.10 -0.07 -0.08 0.135
O -3.40235 -5.79273 2.43779 0.08 -0.07 -0.04 0.107
H -2.14483 -4.02357 1.52478 0.00 0.01 0.00 0.142
H -6.36904 -3.86339 0.83224 0.01 -0.01 -0.01 0.149
H -3.85945 -0.81958 -0.82862 0.02 -0.01 -0.01 0.127
```
Positions in Å, forces in eV/Å.


Entry 2:
Formula: C45H44N8O7Zr
Source: OMol25
Level of theory: the ωB97M-V functional and the def2-TZVPD basis

Computed properties:
E_LUMO ... 0.002 eV
HOMO ... -6.99 eV
Relative energy (zero: lowest compared OMol25 entry of this formula, charge and spin) ... 103.3 kcal/mol
DFT total energy ... -2752.9906 Ha

XYZ file:
```
105
Properties=species:S:1:pos:R:3:forces:R:3:lowdin_charge:R:1
Zr -0.64776 0.54524 0.58029 -0.46 -4.40 -2.97 1.749
C -2.30412 3.16232 -3.25083 0.00 0.03 -0.06 -0.031
N -3.07529 2.17561 -2.51686 -0.15 0.06 0.03 -0.118
C -4.09676 1.50099 -3.30059 0.10 -0.04 -0.01 -0.020
C -2.63842 1.71347 -1.34522 -0.11 -0.25 -0.04 -0.376
O -1.62281 2.17153 -0.79185 -0.85 -0.19 0.03 -0.060
C -3.49666 0.61565 -0.68430 0.13 0.30 -0.34 -0.107
O -3.03597 0.33144 0.63162 -0.75 0.93 0.53 -0.240
C -3.79764 0.84388 1.65876 -1.06 3.20 -1.34 -0.098
C -2.57681 2.04654 2.53204 -2.25 -0.21 -1.45 -0.327
O -1.51720 2.24141 1.96025 -0.66 -0.63 0.34 -0.033
N -2.95004 2.64978 3.65543 -0.29 0.14 -0.19 -0.144
C -4.18244 2.33148 4.34467 0.02 0.00 0.05 -0.018
C -2.05340 3.58453 4.31787 0.03 -0.08 0.13 -0.004
H -2.99211 3.84854 -3.74664 -0.02 0.01 0.03 0.093
H -1.67017 3.71711 -2.56605 0.01 -0.04 0.02 0.094
H -1.68763 2.66012 -3.99567 -0.01 0.01 -0.01 0.076
H -4.68504 2.24635 -3.83495 0.00 0.00 0.00 0.092
H -3.62370 0.83148 -4.02297 -0.02 0.00 -0.02 0.110
H -4.76682 0.91997 -2.67676 -0.02 0.01 -0.01 0.079
H -4.54453 0.91825 -0.61008 0.03 0.12 -0.10 0.124
H -3.40616 -0.29360 -1.27108 0.12 -0.03 0.05 0.133
H -4.70694 1.34600 1.30165 0.35 0.55 -0.14 0.122
H -4.10777 0.04221 2.30178 -0.72 0.11 -0.12 0.100
H -4.80592 1.67745 3.74136 0.03 0.01 -0.03 0.089
H -3.96153 1.83140 5.29039 -0.02 -0.01 0.00 0.102
H -4.73791 3.24711 4.55145 -0.02 -0.01 0.00 0.097
H -1.17434 3.74592 3.70313 -0.01 -0.03 -0.03 0.089
H -2.56933 4.53285 4.47378 0.00 0.00 0.00 0.096
H -1.74742 3.18340 5.28655 0.01 0.00 0.00 0.101
O 0.43840 2.57157 0.51601 1.34 0.53 -0.06 -0.212
C 1.57161 2.80392 1.36920 -0.43 -0.22 0.18 -0.141
C 1.72272 1.73110 2.44591 0.16 0.37 -0.40 -0.237
C 2.66931 1.95234 3.44074 0.00 0.18 0.02 -0.020
C 2.86130 0.99994 4.41664 0.01 -0.02 0.01 -0.055
C 2.10058 -0.15754 4.35989 0.04 0.03 -0.03 -0.033
C 1.19342 -0.31208 3.33128 0.81 0.89 0.22 -0.090
N 0.99964 0.61396 2.37656 0.40 0.73 0.54 0.045
H 0.71703 2.51567 -0.42304 0.00 0.02 0.47 0.087
H 1.42764 3.77966 1.83861 0.05 -0.02 0.08 0.129
H 2.48065 2.80010 0.77602 0.06 0.10 0.07 0.113
H 3.24243 2.87108 3.44047 -0.02 0.01 -0.03 0.119
H 3.58797 1.15435 5.20391 0.00 0.00 0.00 0.109
H 2.20579 -0.93854 5.10061 -0.02 -0.01 0.00 0.106
H 0.61131 -1.19290 3.28292 -0.04 -0.01 0.10 0.057
N 0.82407 -9.01356 5.40839 0.00 0.00 0.00 0.151
C 0.69184 -7.99820 4.88652 -0.01 0.00 0.00 -0.186
C 0.52478 -6.72654 4.23509 -0.01 -0.01 0.00 -0.234
C 1.46068 -5.71610 4.43518 0.02 0.03 0.01 -0.017
C 1.29127 -4.49193 3.81036 0.00 -0.03 0.00 -0.010
C 0.19788 -4.26569 2.98094 -0.01 0.04 0.03 -0.194
C -0.73318 -5.28184 2.78578 -0.01 -0.02 0.04 -0.003
C -0.57486 -6.50735 3.40734 -0.01 0.01 -0.03 -0.015
C 0.00778 -2.93947 2.32562 -0.22 -0.15 -0.42 -0.077
C 0.83939 -2.63818 1.27828 0.04 0.16 0.07 -0.216
C 1.85327 -3.51690 0.72616 0.05 -0.15 -0.02 -0.011
C 2.43256 -2.86218 -0.30848 -0.20 0.00 0.14 -0.022
C 1.77145 -1.58433 -0.37562 -0.26 -1.13 0.57 -0.112
N 0.85503 -1.43472 0.53908 0.11 -0.14 0.33 0.033
C -1.02323 -2.12174 2.89407 -0.55 -0.39 -0.58 -0.303
C -1.77218 -2.42173 4.04701 0.02 -0.04 0.04 -0.033
C -2.65459 -1.36420 4.24394 0.00 -0.01 -0.07 -0.065
C -2.42033 -0.47109 3.18721 1.31 0.29 0.81 -0.207
N -1.43672 -0.91224 2.37199 -0.22 0.48 0.28 0.007
H 2.31354 -5.88893 5.07742 -0.01 -0.03 0.01 0.120
H 2.01490 -3.70152 3.96621 0.00 0.00 -0.03 0.122
H -1.58549 -5.10519 2.14288 0.00 0.02 0.00 0.132
H -1.30095 -7.29426 3.25526 0.02 -0.02 0.01 0.120
H 2.06783 -4.51558 1.07276 -0.01 0.00 0.00 0.109
H 3.20562 -3.21173 -0.97387 0.01 -0.01 0.02 0.094
H 1.90057 -0.81863 -1.09398 0.14 -1.22 -0.11 0.055
H -1.67004 -3.30286 4.66107 0.00 -0.01 -0.02 0.106
H -3.38324 -1.26184 5.03389 0.01 0.01 0.00 0.084
H -2.93511 0.51911 2.92730 2.71 -3.54 2.81 0.014
O 2.94493 0.99896 -0.25199 0.04 -0.03 0.19 0.050
C 2.32414 0.85317 -1.29081 -0.88 1.51 -0.76 -0.592
N 2.89974 0.82033 -2.52423 0.27 -0.42 0.04 0.158
C 1.93192 0.81934 -3.59429 0.28 0.17 0.33 -0.265
C 0.62355 0.78661 -2.74477 -0.44 -0.20 -0.24 -0.414
O -0.46901 0.78348 -3.28594 0.07 0.15 0.08 0.059
N 0.91082 0.73792 -1.42117 1.33 1.61 0.25 0.051
C 2.12232 2.10080 -4.39941 -0.22 -0.10 -0.24 -0.133
C 1.21288 3.14704 -4.37831 0.03 0.08 0.09 -0.014
C 1.44577 4.30245 -5.11606 0.03 -0.01 0.03 -0.074
C 2.59336 4.42312 -5.88206 -0.01 0.00 -0.01 -0.094
C 3.51296 3.38135 -5.90417 0.01 0.03 0.04 -0.078
C 3.27693 2.23231 -5.16884 0.01 -0.04 -0.04 -0.028
C 2.00023 -0.41631 -4.47566 0.00 0.01 -0.07 -0.145
C 2.92692 -1.42423 -4.25223 0.01 -0.05 0.05 -0.031
C 2.97304 -2.53706 -5.08465 -0.03 0.00 0.01 -0.082
C 2.08895 -2.65100 -6.14372 -0.02 -0.01 0.00 -0.094
C 1.15135 -1.64859 -6.36489 0.00 -0.02 0.03 -0.073
C 1.10675 -0.54042 -5.53734 0.00 0.03 -0.04 -0.018
H 3.87808 1.02255 -2.63841 -0.02 0.05 0.02 0.158
H 0.32106 3.06440 -3.77638 -0.01 -0.04 -0.01 0.079
H 0.72470 5.11000 -5.08569 0.00 0.00 -0.01 0.102
H 2.77473 5.32229 -6.45651 0.00 -0.01 -0.01 0.099
H 4.41462 3.46436 -6.49739 0.00 0.00 0.00 0.102
H 3.99692 1.42118 -5.19899 -0.04 -0.03 -0.04 0.120
H 3.60785 -1.35625 -3.41341 0.00 0.03 -0.01 0.106
H 3.69686 -3.31903 -4.89315 0.01 0.00 -0.01 0.100
H 2.11944 -3.52037 -6.78783 0.01 0.01 -0.01 0.099
H 0.44536 -1.73598 -7.18093 0.01 0.00 -0.01 0.102
H 0.36517 0.23076 -5.69813 0.02 0.02 0.00 0.119
O -1.33210 -0.58486 -0.69339 0.83 0.97 0.97 -0.560
```
Positions in Å, forces in eV/Å.